Entry from OMol25: C49H45AsCl3GeN2O6P2S3Ti as an isolated structure at a distorted geometry (ωB97M-V/def2-TZVPD).

The gap between HOMO and LUMO (alpha / beta) comes out at 6.099 / 5.261 eV. Its charge is +2. Its spin multiplicity is 2. For the HOMO energy (alpha / beta), the calculation gives -11.938 / -11.938 eV.

Cartesian coordinates (Å):
Ti 1.59447 9.30845 22.13280
S -5.99160 9.98488 24.82859
C -5.01127 8.98418 25.65707
N -4.63749 9.04767 26.89186
C -4.13715 7.80705 27.56769
C -3.18677 7.10872 26.66414
N -3.77899 6.92801 25.37830
C -3.22583 5.85128 24.48528
C -3.75961 4.53003 24.92651
C -5.09842 4.41065 25.28114
C -5.59603 3.18256 25.73347
C -4.70306 2.14049 25.80587
C -3.47028 2.21219 25.31854
C -2.95889 3.42833 24.83022
C -4.63091 7.77600 24.88189
S -5.37228 7.74635 23.33816
C -4.56135 10.28208 27.68278
C -5.11508 10.02954 29.07405
C -4.43273 10.20034 30.27182
C -5.11703 9.97117 31.48068
C -6.40735 9.60850 31.56086
C -7.11625 9.47453 30.34402
C -6.47407 9.75995 29.13457
H -5.03335 7.19812 27.88990
H -3.53639 7.99386 28.41331
H -3.09494 6.05578 27.06169
H -2.26156 7.62768 26.76340
H -2.18734 5.93960 24.58906
H -3.43901 6.08177 23.42522
H -5.80301 5.25181 25.34186
H -6.69792 3.07221 25.88983
H -5.13250 1.16752 26.12010
H -2.89400 1.31943 25.26036
H -1.95885 3.46877 24.38737
H -5.16527 11.11373 27.26607
H -3.52556 10.58078 27.67569
H -3.28619 10.40444 30.26509
H -4.43610 10.09667 32.33769
H -6.94566 9.48616 32.45722
H -8.12481 9.08450 30.36770
H -6.97253 9.55236 28.18053
O -0.93489 12.91328 21.90757
As 0.53250 12.12457 22.34092
O 0.83372 12.26257 23.97865
O 0.19457 10.49698 21.83875
C 1.66034 13.00280 21.19831
C 1.35841 14.31345 20.76099
C 2.21392 15.03621 19.88097
C 3.43022 14.58591 19.52860
C 3.78048 13.28964 19.98238
C 2.98595 12.52741 20.76421
S 3.48997 10.98378 21.29442
O 4.88199 10.90989 21.15226
O 2.94260 10.79330 22.66715
O 2.65327 9.93285 20.59325
H -1.64783 12.91394 22.54613
H 0.45967 14.70711 21.03344
H 1.76331 16.00214 19.58991
H 4.11700 15.16374 18.93208
H 4.70541 12.83107 19.65759
C 1.01071 7.94124 18.82105
P 1.69207 7.40350 20.40677
C 1.26490 5.66122 20.56148
C -0.08712 5.25760 20.42905
C -0.47085 3.97669 20.86505
C 0.39930 3.07368 21.33948
C 1.75063 3.42784 21.43717
C 2.13447 4.67738 21.00362
C 3.42987 7.30656 20.51737
C 4.44427 7.41060 19.57243
C 5.77065 7.47348 20.01424
C 6.13457 7.31783 21.37120
C 5.14593 7.34420 22.33420
C 3.81484 7.32316 21.90001
P 1.67345 7.12021 17.28603
C 0.59967 7.95382 16.07505
C 0.77324 7.51057 14.74889
C 0.28388 8.31422 13.73099
C -0.35384 9.50996 13.98331
C -0.54640 9.91210 15.32361
C -0.08383 9.13976 16.38755
C 1.06237 5.39773 17.38559
C 1.88176 4.23879 17.49974
C 1.37010 3.01420 17.17812
C 0.00551 2.86393 16.91586
C -0.84842 3.90676 17.00863
C -0.28441 5.18920 17.18011
H 1.29190 9.00503 18.85007
H -0.05655 7.99051 18.83702
H -0.80693 5.88403 19.94316
H -1.52652 3.71419 20.82243
H -0.01916 2.11864 21.60375
H 2.51524 2.71323 21.76444
H 3.20639 4.92709 20.94144
H 4.14884 7.61045 18.55351
H 6.61118 7.55548 19.31028
H 7.21194 7.31230 21.54362
H 5.36079 7.36475 23.39871
H 3.02831 7.18286 22.68345
H 1.36260 6.70458 14.59600
H 0.45794 8.12123 12.64805
H -0.75047 10.14172 13.22289
H -1.26039 10.69264 15.62451
H -0.40865 9.45742 17.38396
H 2.96958 4.42453 17.73617
H 2.01533 2.15582 17.15148
H -0.33847 1.84164 16.67113
H -1.87061 3.82217 16.85591
H -0.96764 6.04460 17.27114
Cl 0.70689 7.57088 23.27228
Ge 1.17549 10.54106 24.72115
Cl 2.30316 11.12461 26.43123
Cl -0.95180 10.26317 25.23107

Cartesian forces (eV/Å) of the 3 atoms listed first:
-1.1 -0.5 1.7
-0.6 1.1 -1.1
-0.1 -1.2 0.2


Entry from OMol25: C49H47CdCl2N8O2S as an isolated structure (ωB97M-V/def2-TZVPD).

The gap between HOMO and LUMO comes out at 5.742 eV. Its charge is -1. Its spin multiplicity is 1. For the HOMO energy, the calculation gives -3.833 eV.

Cartesian coordinates (Å):
Cd -0.42656 0.75150 -0.26889
C -2.20608 -4.92005 -5.41796
C -1.66347 -3.73744 -4.65895
C -1.02422 -2.67678 -5.30288
C -0.58873 -1.57418 -4.60540
C -0.72323 -1.42554 -3.19654
N -0.35328 -0.27668 -2.56422
C 0.72508 0.40121 -3.10893
C 1.92551 -0.25147 -3.44796
C 3.07052 0.43039 -3.79910
C 3.10233 1.82465 -3.82946
C 4.37796 2.58653 -4.06618
C 1.91779 2.48473 -3.56066
C 0.75196 1.79677 -3.24291
N -0.42915 2.58884 -3.08398
C -0.83990 3.54755 -3.94171
C -1.94817 4.14430 -3.38969
C -2.13575 3.46666 -2.17351
N -1.21515 2.53277 -1.99781
C -1.33804 -2.53071 -2.56346
C -1.81608 -3.62088 -3.29086
N -1.50656 -2.59904 -1.14938
C -1.52517 -3.72706 -0.40693
C -1.95141 -3.38629 0.85364
C -2.16563 -2.00030 0.77898
N -1.89356 -1.53372 -0.42904
H -1.52654 -5.22161 -6.21733
H -3.17222 -4.69633 -5.87977
H -2.34952 -5.77697 -4.75808
H -0.89020 -2.70538 -6.38017
H -0.12711 -0.75828 -5.14652
H 1.94389 -1.33306 -3.37228
H 3.97815 -0.12749 -4.00800
H 5.11207 1.97234 -4.59010
H 4.81852 2.89678 -3.11427
H 4.20114 3.48714 -4.65710
H 1.89297 3.56989 -3.55650
H -0.32933 3.71448 -4.87428
H -2.53642 4.94433 -3.80394
H -2.89871 3.61959 -1.42566
H -2.32839 -4.40945 -2.75053
H -1.19579 -4.66756 -0.81241
H -2.05085 -4.03069 1.70979
H -2.49010 -1.32196 1.54901
Cl -1.23648 4.23312 3.72100
C -2.46928 3.60974 2.65888
C -3.75832 4.13671 2.74579
C -4.76192 3.68328 1.93388
Cl -6.37058 4.36346 2.09163
C -4.50755 2.67630 0.97629
C -5.46184 2.17359 0.06451
C -5.09358 1.22789 -0.84970
C -3.76848 0.75922 -0.85810
N -2.86909 1.19372 -0.01082
C -3.19882 2.14029 0.89701
C -2.10867 2.58930 1.75873
O -0.95748 2.08537 1.66713
H -3.95955 4.91867 3.46597
H -6.47461 2.55295 0.09965
H -5.80390 0.83743 -1.56647
H -3.43224 0.01880 -1.57314
C 2.85639 5.51630 -0.12710
C 1.49252 5.16157 -0.02775
C 1.12150 3.84675 -0.02568
C 2.07344 2.79896 -0.14301
C 1.67105 1.42443 -0.21038
C 2.67668 0.49702 -0.34075
C 4.04764 0.84668 -0.40092
C 4.42858 2.15413 -0.34802
C 3.44400 3.16692 -0.22955
C 3.80558 4.53857 -0.21574
H 3.14602 6.56074 -0.12137
H 0.74029 5.93669 0.05791
H 0.08034 3.57756 0.08061
H 2.41832 -0.55095 -0.41691
H 4.79478 0.06512 -0.50370
H 5.47478 2.43882 -0.40430
H 4.85857 4.79627 -0.27554
C -1.10634 -0.30036 8.53292
C -0.68961 -1.10447 7.34459
C -0.03763 -2.29638 7.39809
C 0.28622 -2.91768 6.16254
N 0.01327 -2.39770 4.99582
C -0.61234 -1.17986 4.91629
S -0.92891 -0.34699 3.53359
N -0.98158 -0.59857 6.13172
C 0.99450 -4.24067 6.14942
H -0.86896 -0.82178 9.45625
H -2.17959 -0.10590 8.50074
H -0.59400 0.66327 8.52893
H 0.21975 -2.74827 8.34380
H -1.43116 0.30326 6.03753
H 1.06386 -4.68079 7.14268
H 1.99991 -4.10123 5.74923
H 0.47377 -4.92222 5.47803
C 1.95943 -4.14466 -1.66371
C 2.48340 -3.23663 -0.56707
O 1.40080 -2.66615 0.13976
C 1.43169 -2.84497 1.55075
C 2.38077 -1.89037 2.25218
H 2.78373 -4.49702 -2.28890
H 1.25369 -3.60087 -2.29531
H 1.44634 -5.01110 -1.24130
H 3.08921 -2.43841 -1.01289
H 3.13324 -3.79418 0.11844
H 1.69451 -3.88852 1.77674
H 0.41610 -2.66874 1.90190
H 3.40811 -2.00296 1.89575
H 2.35757 -2.08664 3.32708
H 2.06956 -0.85941 2.08637

Cartesian forces (eV/Å) of the 3 atoms listed first:
-0.4 0.2 -0.4
0.0 0.1 0.0
0.0 0.0 0.0


Entry from OMol25: C49H48AsBrCl3LaN7O10P as an isolated structure at a distorted geometry (ωB97M-V/def2-TZVPD).

The gap between HOMO and LUMO comes out at 5.869 eV. Its charge is -2. Its spin multiplicity is 1. For the HOMO energy, the calculation gives -2.500 eV.

Cartesian coordinates (Å):
La -0.08792 2.84857 2.51121
O 5.41998 2.62412 -0.99058
C 4.13537 2.62794 -0.44375
C 3.25919 3.67875 -0.52392
C 2.05008 3.59985 0.12162
N 1.74888 2.55001 0.86356
C 2.55183 1.47378 0.94590
C 3.76937 1.49805 0.29357
C 2.12479 0.36264 1.81420
O 2.72174 -0.72893 1.78366
O 1.05066 0.71615 2.54089
C 1.07306 4.71078 -0.16858
O 1.32292 5.37432 -1.19692
O 0.02786 4.74899 0.59674
H 5.69363 3.58776 -1.14311
H 3.45137 4.51400 -1.16545
H 4.49814 0.66153 0.44726
Br -3.17815 6.23805 2.46677
C -3.75663 4.51629 2.88250
C -5.05299 4.42601 3.47770
C -5.52032 3.11625 3.73601
C -4.79030 2.02329 3.21800
C -3.55013 2.22806 2.59245
N -3.01132 3.46637 2.48913
C -2.78939 1.10091 1.96289
O -3.22992 -0.04011 2.25915
O -1.71173 1.35655 1.32998
H -5.66090 5.33406 3.54669
H -6.40148 2.93738 4.34450
H -5.12022 0.98657 3.46346
C -0.42812 -4.14517 5.40678
N 0.02063 -3.35468 4.27438
C -0.92789 -2.63995 3.47166
C 1.45277 -3.18917 4.04744
C 2.08125 -2.25181 5.08137
N 3.57320 -2.41956 5.16430
C 4.37596 -1.27177 5.46928
C 4.25534 -3.62648 5.57010
H 0.06057 -5.15587 5.42945
H -1.50179 -4.20267 5.47983
H -0.23290 -3.65766 6.38575
H -1.00952 -3.00357 2.41510
H -0.56313 -1.60945 3.27953
H -1.98086 -2.61362 3.84782
H 1.60525 -2.63505 3.14632
H 1.90621 -4.20158 4.01513
H 1.61683 -2.36859 6.05950
H 1.84145 -1.26201 4.67707
H 4.66085 -1.27730 6.56099
H 3.82741 -0.32586 5.19435
H 5.34101 -1.28703 4.92293
H 4.37752 -3.64436 6.66664
H 5.26860 -3.55443 5.14647
H 3.81336 -4.61956 5.26578
O -2.41787 4.14853 -0.67661
H -1.85714 4.78383 -0.15495
H -2.51144 3.38993 -0.07256
Cl 4.02985 4.34508 5.15590
C 2.41727 5.01666 5.44625
Cl 1.95632 4.74590 7.17701
Cl 2.43778 6.76861 5.08874
C 1.47985 4.30813 4.48018
O 0.38481 4.88874 4.18481
O 1.97797 3.29857 3.88140
N -0.97192 2.40645 4.87994
C -0.98178 1.55929 5.71694
N -1.20163 0.75669 6.71046
C -1.14467 -0.52301 6.78805
N -1.20150 -1.65605 7.11589
C -0.94883 -1.52874 -3.69982
C -0.91191 -2.91000 -3.08687
As 0.34142 -4.33135 -3.77655
C -0.13128 -4.10708 -5.69024
C -1.13637 -5.00650 -6.19958
C -1.56628 -4.91399 -7.50712
C -1.02643 -3.94149 -8.35807
C -0.10746 -3.02642 -7.87683
C 0.40495 -3.18037 -6.59925
C 2.10385 -3.38162 -3.59039
C 2.44091 -2.35165 -2.68591
C 3.58901 -1.56061 -2.73945
C 4.48882 -1.85346 -3.81062
C 4.18541 -2.85405 -4.72208
C 3.01260 -3.60199 -4.62690
P -1.54404 -0.18092 -2.56696
C -1.00486 1.18830 -3.57267
C -0.35838 2.29806 -2.96362
C 0.04886 3.34920 -3.75878
C -0.32473 3.36312 -5.09653
C -0.89861 2.28120 -5.72760
C -1.30392 1.21736 -4.95571
C -3.34195 -0.01725 -2.84433
C -3.96333 1.14240 -2.34683
C -5.35119 1.09509 -2.22734
C -6.08269 -0.01675 -2.68085
C -5.44497 -1.12287 -3.20430
C -4.06735 -1.07636 -3.35931
H -1.57669 -1.52713 -4.59846
H 0.12711 -1.26586 -3.99720
H -1.90467 -3.37227 -3.13270
H -0.66140 -2.83728 -1.97827
H -1.51258 -5.72899 -5.47401
H -2.32841 -5.59965 -7.89969
H -1.34615 -3.92953 -9.42039
H 0.27269 -2.20622 -8.46434
H 1.23228 -2.54207 -6.23129
H 1.75050 -2.15570 -1.85745
H 3.75854 -0.77279 -2.07207
H 5.37831 -1.24737 -3.92587
H 4.86918 -3.04559 -5.58319
H 2.78357 -4.35158 -5.33398
H -0.36307 2.29719 -1.89784
H 0.61636 4.14767 -3.32224
H -0.05785 4.19216 -5.73676
H -1.07091 2.19491 -6.81185
H -2.02294 0.43213 -5.35609
H -3.36345 1.98213 -2.03663
H -5.88556 1.94507 -1.73142
H -7.16671 -0.06225 -2.51624
H -6.00776 -2.04699 -3.37836
H -3.48897 -1.92938 -3.72406

Cartesian forces (eV/Å) of the 3 atoms listed first:
-1.2 0.1 0.1
-0.4 2.2 0.0
1.0 -0.8 0.6


Entry from OMol25: C49H50BCsF4N2O3P2 as an isolated structure at a distorted geometry (ωB97M-V/def2-TZVPD).

The gap between HOMO and LUMO (alpha / beta) comes out at 4.069 / 2.217 eV. Its charge is -2. Its spin multiplicity is 1. For the HOMO energy (alpha / beta), the calculation gives -0.624 / 1.212 eV.

Cartesian coordinates (Å):
Cs -1.77324 1.10786 2.40867
C 2.44411 0.73649 5.24287
C 2.30486 2.04737 4.83622
C 2.32509 2.36074 3.43655
C 2.50791 1.27883 2.54636
C 2.53285 -0.04119 2.98482
C 2.37823 -0.33103 4.33670
H 2.53473 0.49798 6.28061
H 2.37495 2.80765 5.60758
H 2.24243 3.34876 3.03809
H 2.46680 1.41945 1.43682
H 2.54556 -0.85541 2.25425
H 2.30507 -1.32263 4.71604
O 1.28536 -1.07714 -3.02822
C 0.43378 -1.80820 -3.87646
C 0.49416 -1.57310 -5.27977
C -0.31097 -2.34073 -6.16505
C -1.20258 -3.21389 -5.64030
C -1.34165 -3.40124 -4.25668
C -0.44874 -2.75539 -3.36263
P -0.49360 -3.05865 -1.53867
C 0.17409 -4.78333 -1.54421
C -0.67005 -5.81194 -1.87110
C -0.10564 -7.07351 -1.91413
C 1.24239 -7.29180 -1.79277
C 2.11419 -6.24332 -1.45988
C 1.56416 -4.95803 -1.26201
C -2.26221 -3.26883 -1.27357
C -2.61446 -4.08008 -0.19366
C -3.93635 -4.05515 0.21198
C -4.79123 -3.08785 -0.23265
C -4.32930 -2.10473 -1.13628
C -3.04493 -2.17329 -1.64320
C 2.55311 -0.74367 -3.53247
C 3.30361 -1.58136 -4.39847
C 4.54930 -1.18319 -4.83709
C 5.06142 0.07103 -4.55987
C 4.34847 0.89218 -3.69925
C 3.17042 0.45915 -3.08133
P 2.37753 1.50324 -1.84668
C 3.71893 2.49543 -1.12544
C 4.88645 1.87479 -0.79357
C 5.98310 2.57289 -0.24011
C 5.92909 3.95856 -0.18150
C 4.69518 4.57822 -0.43492
C 3.57647 3.84249 -0.86594
C 1.41093 2.60198 -2.87475
C -0.03026 2.54726 -2.80268
C -0.80895 3.43895 -3.54768
C -0.18663 4.15762 -4.54435
C 1.21451 4.28499 -4.64415
C 1.97485 3.56136 -3.72921
H 1.23958 -0.87000 -5.67197
H -0.26942 -2.12182 -7.25233
H -1.92496 -3.67775 -6.31089
H -2.14674 -4.04712 -3.85628
H -1.73366 -5.68924 -1.92572
H -0.79564 -7.87551 -2.19086
H 1.63153 -8.25403 -1.94237
H 3.18133 -6.37990 -1.33032
H 2.26371 -4.16486 -1.00373
H -1.91594 -4.84002 0.07620
H -4.22193 -4.78809 0.92294
H -5.81648 -3.04871 0.09390
H -4.98528 -1.35389 -1.49696
H -2.71427 -1.37197 -2.37165
H 2.99495 -2.62350 -4.65645
H 5.09829 -1.88624 -5.48423
H 5.91751 0.46068 -5.09815
H 4.78866 1.86688 -3.45912
H 4.93646 0.80070 -0.99379
H 6.82262 1.96258 0.03503
H 6.77761 4.58815 0.04243
H 4.55572 5.64665 -0.32825
H 2.63540 4.36788 -0.98993
H -0.51283 1.80826 -2.14163
H -1.90009 3.37134 -3.51864
H -0.83276 4.70335 -5.22450
H 1.74436 4.83020 -5.44491
H 3.05338 3.74729 -3.70829
C 0.09904 5.88424 4.38718
O -1.11111 6.29090 3.76640
C -1.86740 5.28309 3.23091
O -1.59710 4.11426 3.16830
N -3.10714 5.76183 2.93295
N -3.95971 4.97927 2.10238
H 0.38239 6.54786 5.18991
H 0.91082 5.77676 3.59766
H -0.07384 4.86578 4.76679
H -3.17696 6.73864 2.81376
H -4.88287 5.05590 2.44995
H -3.73589 3.96549 2.28009
F -4.64108 2.31592 2.14019
B -5.27245 1.41343 1.13248
F -6.27455 2.07419 0.44857
F -4.18489 1.05060 0.16838
F -5.71669 0.26649 1.76760
C -3.50947 -0.83018 6.40410
C -3.06339 -1.56962 5.14624
C -4.11273 -1.72221 4.06481
C -2.38104 -2.95606 5.39872
C -1.93284 -0.74531 4.67862
H -4.14273 -1.45920 7.00865
H -4.01336 0.11463 6.19201
H -2.64123 -0.60186 6.98512
H -4.95079 -2.34881 4.37885
H -3.68435 -2.21464 3.16671
H -4.55022 -0.77978 3.69983
H -3.04562 -3.81277 5.64712
H -1.65458 -2.85113 6.22980
H -1.72601 -3.27374 4.55736
H -0.92660 -0.72191 5.20217

Cartesian forces (eV/Å) of the 3 atoms listed first:
0.0 0.1 -0.5
-0.8 -0.6 -0.5
1.0 0.6 -1.4


M for the records above, in order: 1217.81; 995.35; 1326.03; 996.61 g/mol
ΔE to the lowest compared entry with this formula, charge and spin for the records above, in order: 242.1; 43.5; 0.0; 161.9 kJ/mol